Entry 1:
This record from OMol25 describes a structure of composition C45H43BrIrN6O6P. The level of theory is ωB97M-V with the def2-TZVPD basis set.

XYZ file:
```
103
Properties=species:S:1:pos:R:3:forces:R:3:mulliken_charge:R:1
H 6.1675 0.8267 2.6723 -0.01 0.02 0.01 0.358
H -5.1784 -2.6860 0.3388 0.01 -0.01 -0.02 0.482
H 1.7096 -2.8511 -1.4762 0.01 0.03 0.06 0.411
C -1.1598 -2.0502 4.0202 -0.31 -0.12 -0.06 -0.686
H -0.3770 -2.2629 3.3061 -0.01 -0.02 -0.01 0.201
H 1.2497 0.7757 5.0855 0.03 0.03 0.02 0.248
H -3.7458 -4.7904 0.2080 -0.01 0.00 -0.01 0.485
O -2.3305 -3.4559 7.0570 0.07 -0.04 -0.03 -0.497
H -3.9720 -1.2584 6.6386 -0.01 0.00 0.00 0.460
H 5.2335 -1.2823 1.1860 -0.02 0.06 0.00 0.347
C -0.5023 -3.9122 -0.3451 -0.08 -0.26 0.04 -0.356
H -1.6158 -5.3554 6.6818 0.02 0.00 0.01 0.264
C 2.4304 0.5081 -1.1242 -0.34 0.27 -0.07 -0.284
C -3.0354 -2.7611 0.0186 -0.22 -0.14 -0.02 1.304
N -1.9793 -0.5853 -0.1892 -1.01 -0.67 0.66 0.879
C -1.4500 1.1641 -2.7989 0.15 -0.08 0.14 -0.246
C 2.8813 -3.2504 2.5572 0.06 0.06 0.16 -0.733
H 3.5935 -0.3626 5.8849 0.00 0.00 0.01 0.277
N 3.7108 -2.0498 2.4377 -0.07 -0.08 -0.29 0.389
H 4.2731 -2.5731 0.4687 -0.04 -0.04 -0.13 0.401
C 4.7322 0.8049 -1.8121 0.07 -0.03 -0.03 -0.475
C -3.2035 -1.4689 5.9090 0.00 0.09 -0.06 -1.305
C 4.7205 -2.2158 1.3961 0.03 0.06 0.12 -1.225
H 5.2930 0.9890 4.2041 0.01 0.00 0.01 0.308
C -2.8764 -4.1671 0.0460 0.07 0.02 0.03 -0.910
C -0.0228 2.5291 2.2527 -0.02 -0.01 0.00 0.621
P 2.9122 -0.6111 2.6698 -0.52 -0.01 -0.28 -1.799
H 0.4842 1.7792 2.8395 0.03 -0.09 0.08 0.801
N 2.3602 -0.8185 4.2153 0.02 -0.06 0.27 1.076
H 3.5318 -4.1218 2.6363 0.00 -0.01 0.00 0.449
C -2.3533 -2.5353 6.0545 -0.06 0.00 0.10 0.944
C -0.8581 4.7781 2.0182 0.02 -0.01 -0.03 -1.191
C -1.3696 -0.5506 -4.4907 -0.02 0.01 -0.07 -1.239
H 5.5792 1.4547 -1.9887 0.00 0.00 0.02 0.477
H 2.2296 -3.3774 1.6825 0.01 -0.02 -0.01 0.104
N -1.1703 1.5909 -1.5197 0.20 -0.08 0.00 0.179
C -1.9066 -1.9712 -0.1768 0.21 0.38 -0.16 -0.424
H -3.6563 0.1840 4.5990 -0.01 0.00 0.00 0.548
C 1.5110 -1.8345 -1.1292 -0.15 0.14 -0.08 -0.264
H -2.9163 3.9994 -3.9795 -0.01 -0.01 0.00 0.444
C 3.6889 1.9122 2.2964 0.03 -0.04 -0.03 -0.698
H -1.0109 5.7695 2.4220 0.00 0.00 0.01 0.429
H 4.1037 -1.7625 4.9195 0.02 0.01 -0.02 0.385
C -3.0201 -0.6726 4.7736 0.03 -0.04 0.04 -0.390
C -4.2843 -2.0992 0.1684 0.02 -0.18 0.01 -0.985
H -5.2750 -0.2091 0.2103 0.00 0.01 -0.02 0.490
H 0.1714 4.0444 3.7516 0.01 0.00 0.00 0.504
C -4.3455 -0.7462 0.0964 0.14 0.21 -0.04 -0.989
C -2.4093 1.5447 -5.0102 0.01 0.04 0.03 -0.904
C -2.1072 2.0106 -3.7109 -0.06 0.06 -0.07 0.864
C -1.2391 -4.3362 6.7716 -0.04 0.04 -0.04 -0.299
H 2.2595 -3.1994 3.4492 0.00 0.00 -0.03 0.210
H 3.8481 -2.4439 -2.0758 0.01 -0.01 0.03 0.574
O 1.3005 1.1219 -0.7906 0.93 0.14 0.45 -0.720
H 0.4673 -4.3778 -0.4668 0.00 0.01 0.00 0.446
C -1.8947 -0.0581 2.6550 0.19 -0.26 -0.12 -0.083
H -0.4915 -4.2522 7.5622 -0.01 -0.01 0.00 0.287
O -0.6634 -3.9295 5.5258 0.00 -0.03 0.08 -0.534
C -1.4722 2.8244 -1.1435 0.01 0.10 0.05 1.061
C 1.1120 -0.2324 4.6769 0.10 0.20 -0.05 -0.143
C 2.5618 -0.8710 -1.3624 -0.24 -0.43 0.11 0.268
H -1.7925 5.2447 0.1658 0.01 0.00 -0.01 0.418
C 3.2427 -1.2213 5.3030 0.00 0.03 -0.04 -1.177
H -0.5283 -0.7623 -2.5489 0.01 -0.04 0.04 0.643
O 1.7667 -0.2675 1.7712 0.66 -0.17 0.28 0.276
Br 6.4939 -1.2827 -2.6515 0.00 0.00 -0.02 -0.152
C -2.1046 3.7294 -2.0376 0.01 -0.03 0.06 -1.036
H 3.4680 2.4178 3.2442 0.01 0.03 0.00 0.268
C -0.4987 2.1983 0.9913 -0.22 0.02 0.04 -0.965
H 5.4526 -2.9566 1.7242 0.02 0.01 0.00 0.401
C -1.1082 3.1940 0.2253 0.02 -0.04 -0.14 1.292
O -2.7088 0.7997 2.3781 -0.05 0.09 -0.02 -0.705
C 5.3443 0.4243 3.2673 -0.02 0.02 0.00 -1.191
H 4.5021 2.4504 1.8063 0.01 0.01 -0.01 0.437
C -3.1514 -0.0045 -0.0504 -0.14 -0.09 -0.27 -0.089
C -0.6411 -2.5540 -0.3852 0.30 0.61 -0.13 -0.095
C 3.7712 -1.3845 -1.8642 0.05 0.00 0.03 -0.671
H 0.6987 -0.8603 5.4691 0.03 0.04 -0.02 0.199
N 4.0997 0.5274 2.5121 0.23 0.05 0.07 0.472
Ir -0.2468 0.3626 0.1764 -0.46 0.66 -1.61 2.606
H 2.8083 1.9546 1.6624 -0.04 -0.04 -0.04 -0.132
H -2.2834 -0.0698 -6.3911 0.00 0.00 0.00 0.422
C -2.0230 -0.9496 3.8499 -0.10 -0.09 0.03 0.150
C -1.0726 -0.1265 -3.2251 -0.04 0.08 0.02 0.051
C -2.4271 3.3241 -3.2883 0.00 -0.03 -0.06 -1.438
C -1.3034 4.4744 0.7464 0.03 0.03 0.02 -0.606
H -2.9205 2.2109 -5.6941 0.00 0.00 0.00 0.455
H 5.5716 -0.6123 3.5023 0.00 -0.02 -0.01 0.401
H -1.5148 -5.7980 -0.0869 0.00 -0.01 0.01 0.445
H 0.3970 -0.2051 3.8618 0.23 0.18 0.05 -0.785
H 3.4267 2.3906 -1.2004 0.01 0.01 0.02 0.611
C 3.5426 1.3282 -1.3654 -0.01 0.00 0.01 -0.554
C -2.0536 0.2852 -5.3962 0.03 -0.07 0.05 -0.746
H -3.1641 1.0735 -0.0689 -0.02 -0.02 0.16 0.422
C -1.3574 -2.8165 5.1337 0.00 -0.01 -0.17 0.759
N 0.3710 -1.5716 -0.5962 0.04 -0.37 0.35 0.519
C -0.1972 3.8067 2.7613 -0.01 -0.01 0.01 -1.166
C -1.6368 -4.7246 -0.1196 0.06 0.18 -0.04 -1.213
O -0.8308 -0.3703 1.9380 0.16 -0.23 0.53 0.953
H 2.6993 -1.8852 5.9795 -0.01 -0.01 0.01 0.334
H -1.0667 -1.5410 -4.8050 0.00 0.00 0.00 0.484
H -2.3272 4.7328 -1.7110 -0.01 -0.01 0.02 0.554
C 4.8497 -0.5656 -2.0640 -0.04 0.06 0.03 -0.452
```
Forces are in eV/Å.

**Kohn-Sham gap (spin up / spin down)**: 6.61 / 6.63 eV
**HOMO energy (spin up / spin down)**: -0.3734 / -0.3736 Eh
**Total charge**: +1
**Spin multiplicity**: 2


Entry 2:
This record from OMol25 describes the ion C3H7N2O2 with charge +1. The level of theory is ωB97M-V with the def2-TZVPD basis set.

XYZ file:
```
14
Properties=species:S:1:pos:R:3:forces:R:3:mulliken_charge:R:1
H -1.8178 -0.8161 1.4641 1.30 1.39 -1.96 0.322
O -3.0280 0.5978 -0.1281 -1.10 -1.39 -0.60 -0.359
H -3.2816 1.4999 -0.0450 -0.39 1.51 0.27 0.372
C 1.2249 -0.4556 -0.2789 -0.53 0.24 3.60 -0.772
C -1.1236 -0.3187 0.6418 -1.75 -0.54 2.53 0.064
O 1.4966 1.7042 0.6007 0.72 -0.34 -1.25 -0.422
H 1.9470 -1.1942 0.0166 0.53 -0.42 -0.57 0.398
H 0.3210 -1.2928 1.6184 -0.22 2.07 -2.98 0.315
N -1.6923 0.5574 -0.1570 3.41 0.14 -2.26 -0.011
C 1.8250 0.9044 -0.2449 0.32 1.00 0.28 0.208
H 0.8376 -0.5622 -1.2169 -0.96 -1.02 -2.69 0.411
N 0.1366 -0.6316 0.7322 0.95 -2.45 2.01 -0.136
H -1.1552 0.8840 -1.0708 -1.73 -0.68 2.37 0.305
H 2.5453 1.0330 -1.1335 -0.54 0.49 1.24 0.305
```
Forces are in eV/Å.

**Kohn-Sham gap**: 10.83 eV
**SMILES string**: O=CC/[NH+]=C\NO
**HOMO energy**: -0.5315 Eh
**Total charge**: +1


Entry 3:
This record from OMol25 describes a cluster of 2 separate species, C11H15N in total. The level of theory is ωB97M-V with the def2-TZVPD basis set.

XYZ file:
```
27
Properties=species:S:1:pos:R:3:forces:R:3:mulliken_charge:R:1
H 2.0140 0.9568 2.3861 3.04 -1.49 3.96 0.017
H 0.6699 3.1914 2.4211 -0.04 -1.06 -1.33 0.330
H -1.7227 3.1533 0.4118 -5.93 -0.96 2.53 0.469
C 0.6731 -0.4530 -2.0691 -1.59 0.63 -1.18 -0.480
C 1.7602 -0.9427 -1.3534 1.63 -0.27 1.87 -0.471
H -1.9628 -3.0106 -0.8916 -0.90 0.06 -1.83 0.290
H -0.7015 -2.7479 1.6349 0.48 -0.15 2.37 0.469
H -0.6490 4.5227 0.3142 0.30 -0.71 0.62 0.366
C 1.2935 0.5275 0.5141 1.91 -2.24 -1.55 -0.122
H -2.8943 -3.2157 0.5314 -3.94 -0.17 1.79 0.409
C -0.9087 3.4942 0.0291 4.16 0.82 -2.90 -1.620
C 0.3075 1.1419 -0.3521 0.93 -0.15 2.48 0.758
H 0.4340 -0.8292 -3.1071 0.39 0.27 1.39 0.309
H -1.3366 -1.3866 0.7379 -0.96 2.13 0.59 0.335
C 0.6780 2.4272 1.5924 0.35 -2.31 -1.27 -0.655
H 2.5235 -1.6320 -1.7071 -0.68 -0.19 -0.83 0.330
H -0.1305 -2.2962 0.1894 3.24 -0.09 -2.41 0.188
C -0.9746 -2.3519 0.7198 -2.97 -1.97 0.39 -0.839
N 1.4964 1.2302 1.6787 -4.64 3.15 -5.08 0.002
C -0.1349 0.5877 -1.5517 4.10 -2.32 1.07 -0.708
H -1.4755 -4.3113 0.1161 -1.24 0.27 0.23 0.267
H -0.9535 0.9382 -2.0298 -2.29 1.17 -1.63 0.627
C -2.0101 -3.3327 0.1038 6.25 -0.09 -1.10 -1.096
H -1.0960 3.5909 -1.0252 0.03 -0.21 -0.74 0.364
C 2.1112 -0.5717 -0.0384 -2.68 2.29 -0.81 -0.669
C -0.0166 2.3155 0.3606 1.10 3.52 2.91 0.726
H 3.0061 -0.9957 0.3841 -0.06 0.06 0.46 0.402
```
Forces are in eV/Å.

**Kohn-Sham gap**: 8.74 eV
**SMILES string**: Cc1c[nH]c2ccccc12.CC
**HOMO energy**: -0.2851 Eh
**Total charge**: 0


no.,maximum force (Eh/bohr),electronic energy (eV)
1,0.035,-150756.0180
2,0.080,-10289.8836
3,0.147,-13137.8598